Molecular formula: C15H45O20P5
Method: DFT, ωB97M-V/def2-TZVPD

HOMO energy: -9.62 eV
Structure (SMILES): COP(=O)(OC)OC.COP(=O)(OC)OC.COP(=O)(OC)OC.COP(=O)(OC)OC.COP(=O)(OC)OC
LUMO energy: 0.30 eV

Geometry as ORCA input:
```
! RIJCOSX wB97M-V def2-TZVPD def2/J DEFGRID3
* xyz 0 1
P -11.336 -60.810 -17.376
P -16.441 -62.212 -19.976
P -17.974 -58.569 -21.636
P -13.292 -62.534 -23.335
P -14.143 -53.842 -18.210
O -13.951 -62.386 -21.981
O -18.414 -57.167 -21.724
O -17.567 -62.102 -18.793
O -12.653 -63.976 -23.375
O -16.229 -63.741 -20.147
O -17.030 -61.423 -21.071
O -12.231 -61.449 -23.484
O -14.392 -55.024 -19.242
O -13.870 -52.407 -18.939
O -15.165 -61.485 -19.383
O -14.433 -62.350 -24.415
O -19.354 -59.399 -21.588
O -17.082 -58.901 -22.928
O -12.392 -60.243 -16.255
O -9.981 -60.852 -16.859
O -15.608 -53.607 -17.446
O -17.275 -58.812 -20.208
O -11.803 -62.327 -17.807
O -13.094 -54.184 -17.258
O -11.463 -59.790 -18.595
C -12.398 -59.974 -23.251
C -10.751 -60.099 -19.895
C -15.813 -62.070 -23.997
C -17.882 -58.561 -18.922
C -13.391 -65.200 -23.567
C -15.032 -56.278 -18.946
C -19.744 -60.123 -22.843
C -13.584 -59.680 -16.546
C -15.997 -58.045 -23.188
C -14.973 -64.404 -19.858
C -14.785 -60.156 -19.816
C -15.534 -52.802 -16.192
C -18.967 -62.241 -19.099
C -12.783 -52.360 -19.865
C -11.872 -63.376 -16.855
H -12.908 -53.037 -20.640
H -19.263 -61.005 -22.897
H -13.649 -59.916 -19.683
H -11.450 -63.257 -15.720
H -10.786 -59.186 -20.407
H -18.345 -57.711 -19.009
H -14.083 -64.963 -24.439
H -19.074 -63.328 -19.222
H -13.548 -58.636 -16.986
H -16.503 -62.450 -24.696
H -11.109 -64.147 -17.159
H -9.923 -60.372 -19.294
H -13.794 -65.282 -22.519
H -20.752 -60.082 -22.517
H -19.554 -61.905 -18.298
H -19.366 -61.411 -19.775
H -15.268 -57.905 -22.536
H -15.268 -51.903 -16.454
H -11.130 -61.052 -20.286
H -14.612 -63.952 -18.961
H -15.455 -58.391 -23.953
H -14.194 -59.577 -15.629
H -14.869 -53.202 -15.694
H -18.536 -59.369 -18.831
H -16.005 -60.975 -23.752
H -12.793 -59.927 -22.162
H -14.644 -56.884 -18.084
H -16.094 -55.893 -18.695
H -12.901 -65.965 -23.799
H -13.447 -59.538 -23.681
H -16.402 -52.785 -15.723
H -15.223 -65.466 -19.611
H -14.256 -60.390 -17.185
H -15.046 -59.872 -20.739
H -12.510 -51.503 -20.065
H -15.113 -56.835 -19.834
H -16.090 -62.693 -23.325
H -11.428 -59.452 -23.657
H -16.367 -56.993 -23.411
H -19.465 -59.484 -23.602
H -11.972 -52.866 -19.262
H -17.226 -58.494 -18.051
H -15.223 -59.475 -18.981
H -12.786 -63.802 -16.918
H -14.372 -64.291 -20.827
*
```

Mulliken charges, unit e, in atom order:
1 P 0.90
2 P -0.70
3 P 0.61
4 P -0.06
5 P 0.93
6 O 0.50
7 O -0.81
8 O -0.37
9 O -0.40
10 O -0.20
11 O 0.21
12 O -0.33
13 O -0.21
14 O -0.34
15 O 0.46
16 O -0.35
17 O -0.39
18 O -0.05
19 O -0.36
20 O -0.73
21 O -0.34
22 O 0.66
23 O -0.13
24 O -0.67
25 O -0.25
26 C 0.24
27 C -0.83
28 C -0.65
29 C -1.17
30 C -0.40
31 C -0.24
32 C -0.98
33 C -0.11
34 C -1.55
35 C -0.38
36 C 0.32
37 C -1.10
38 C -0.52
39 C -0.83
40 C -0.88
41 H 0.29
42 H 0.25
43 H -0.29
44 H 0.28
45 H 0.18
46 H 0.58
47 H 0.24
48 H 0.31
49 H 0.10
50 H 0.59
51 H 0.31
52 H 0.54
53 H 0.11
54 H 0.33
55 H 0.29
56 H -0.03
57 H 0.62
58 H 0.40
59 H 0.30
60 H 0.33
61 H 0.62
62 H 0.39
63 H 0.54
64 H 0.24
65 H 0.12
66 H -0.26
67 H 0.13
68 H 0.35
69 H 0.33
70 H -0.03
71 H 0.34
72 H 0.28
73 H -0.04
74 H 0.45
75 H 0.36
76 H 0.04
77 H 0.34
78 H 0.30
79 H 0.36
80 H 0.45
81 H 0.35
82 H 0.27
83 H -0.27
84 H 0.35
85 H -0.25

Molecular formula: C22H36N2O4
Method: DFT, ωB97M-V/def2-TZVPD

HOMO energy: -7.46 eV
LUMO energy: 0.55 eV

Geometry as ORCA input:
```
! RIJCOSX wB97M-V def2-TZVPD def2/J DEFGRID3
* xyz 0 1
O 3.871 -2.568 -1.513
O -5.935 -1.377 -0.980
O 1.643 -2.521 -0.189
O -3.753 -2.283 0.900
N 4.742 0.687 0.098
N -4.349 1.776 -0.222
C -2.408 3.911 0.004
C 5.454 0.390 1.467
C 2.390 -1.094 -0.352
C 4.685 -0.477 -0.801
C -4.772 -0.629 -0.528
C -4.508 2.832 0.573
C 6.159 2.329 -0.763
C 6.983 0.786 1.072
C -1.820 -3.451 0.725
C -2.444 -2.336 0.507
C -3.360 3.529 1.162
C -5.402 0.712 -0.496
C -1.743 -1.029 0.383
C -2.146 2.913 -0.950
C -4.428 -0.984 0.878
C -3.570 2.165 -1.249
C -0.502 -3.515 0.595
C -0.470 -0.984 0.047
C 4.740 1.996 -0.183
C 6.998 2.210 0.689
C 3.813 -1.642 -0.699
C 0.259 -2.186 0.036
H -2.352 0.165 0.387
H -5.229 3.674 -0.029
H 7.418 0.159 0.220
H -6.113 0.952 0.293
H -1.390 2.210 -0.327
H -5.146 2.563 1.712
H -4.236 -0.186 1.684
H 5.415 -0.534 1.354
H -3.146 1.239 -1.904
H -3.981 -0.738 -1.218
H -3.985 2.804 -2.027
H -1.598 4.642 0.553
H 4.416 0.210 -1.786
H -0.018 0.019 -0.166
H 4.172 -2.104 0.193
H 6.205 3.353 -1.115
H 2.305 -0.397 0.433
H -1.515 3.013 -1.623
H -5.928 -2.341 -0.833
H 7.582 0.336 1.924
H 6.554 1.826 -1.556
H -5.613 -1.378 1.451
H -2.952 4.703 -0.556
H -5.697 1.023 -1.603
H -2.916 2.914 1.719
H 5.242 0.989 2.107
H 6.852 2.754 1.409
H -3.849 4.516 1.744
H 3.288 -3.363 -1.472
H 4.404 2.469 0.491
H 5.705 -0.872 -1.045
H 0.019 -4.189 0.536
H 8.073 2.301 0.385
H 4.132 2.134 -1.131
H -2.224 -4.351 1.045
H 2.002 -0.711 -1.055
*
```

Mulliken charges, unit e, in atom order:
1 O -0.61
2 O -0.59
3 O -0.43
4 O -0.39
5 N 0.01
6 N 1.19
7 C -0.80
8 C -1.59
9 C -1.47
10 C -0.63
11 C 0.71
12 C -0.81
13 C -0.66
14 C -0.21
15 C -0.59
16 C 0.34
17 C -0.99
18 C -1.33
19 C 0.89
20 C -0.87
21 C -0.77
22 C -1.03
23 C -1.24
24 C -0.54
25 C -1.20
26 C -1.26
27 C 0.16
28 C 0.39
29 H -0.60
30 H 0.29
31 H 0.20
32 H 0.40
33 H -0.08
34 H 0.19
35 H 0.19
36 H 0.60
37 H 0.16
38 H 0.38
39 H 0.56
40 H 0.25
41 H 0.34
42 H 0.20
43 H 0.09
44 H 0.43
45 H 0.74
46 H 1.14
47 H 0.37
48 H 0.39
49 H 0.35
50 H 0.29
51 H 0.29
52 H 0.27
53 H 0.59
54 H 0.77
55 H 0.71
56 H 0.25
57 H 0.42
58 H 0.82
59 H 0.14
60 H 0.93
61 H 0.32
62 H 0.37
63 H 0.51
64 H 1.07

Molecular formula: C4H9NO2
Method: DFT, ωB97M-V/def2-TZVPD

HOMO energy: -8.52 eV
Structure (SMILES): C/C=C/N.O=CO
LUMO energy: 0.93 eV

Geometry as ORCA input:
```
! RIJCOSX wB97M-V def2-TZVPD def2/J DEFGRID3
* xyz 0 1
O -0.594 -0.570 -2.488
O -2.028 -1.868 -1.327
N 0.614 -1.297 -0.135
C 0.221 0.617 1.319
C 0.592 1.977 1.823
C -1.740 -1.150 -2.246
C 0.884 -0.003 0.349
H -0.143 2.437 2.475
H -0.652 0.145 1.762
H 0.059 -0.753 -1.750
H 1.767 0.469 -0.067
H 1.549 1.990 2.349
H 0.747 2.641 0.966
H 1.380 -1.931 -0.311
H -2.495 -0.913 -3.005
H -0.163 -1.791 0.287
*
```

Mulliken charges, unit e, in atom order:
1 O -0.45
2 O -0.50
3 N -0.66
4 C -0.08
5 C -1.14
6 C 0.12
7 C -0.08
8 H 0.32
9 H 0.29
10 H 0.49
11 H 0.34
12 H 0.28
13 H 0.29
14 H 0.22
15 H 0.35
16 H 0.20

Molecular formula: C3H3Cl2NS
Method: DFT, ωB97M-V/def2-TZVPD

HOMO energy: -8.37 eV
Structure (SMILES): ClC1(Cl)C=CSN1
LUMO energy: 0.50 eV

Geometry as ORCA input:
```
! RIJCOSX wB97M-V def2-TZVPD def2/J DEFGRID3
* xyz 0 1
Cl 2.429 -1.347 -0.524
Cl 2.515 1.425 0.296
S -0.960 0.568 -1.412
N 0.749 0.518 -1.468
C 1.398 0.117 -0.320
C -0.961 0.068 0.243
C 0.239 -0.154 0.760
H 1.186 0.459 -2.370
H -1.908 -0.010 0.736
H 0.501 -0.509 1.734
*
```

Mulliken charges, unit e, in atom order:
1 Cl -0.19
2 Cl -0.20
3 S -0.01
4 N -0.24
5 C 0.51
6 C -0.11
7 C -0.75
8 H 0.26
9 H 0.36
10 H 0.38

Which value of HOMO energy does entry 1 give? -9.62 eV